(1)
A cluster of 2 separate species, C3H8NO in total. Source: the Open Molecules 2025 dataset; level of theory: ωB97M-V/def2-TZVPD.

The geometry in ORCA input format:
```
! RIJCOSX wB97M-V def2-TZVPD def2/J DEFGRID3
* xyz -1 1
C -0.81 1.28 -0.45
O -1.26 0.03 -0.63
C -0.33 1.57 0.99
H -1.56 2.10 -0.69
H 0.04 1.61 -1.13
H 0.10 2.56 1.13
H 0.40 0.79 1.26
H -1.16 1.37 1.68
C 0.91 -2.06 -0.77
N 1.46 -2.90 0.02
H 1.47 -1.63 -1.60
H -0.11 -1.70 -0.62
H 0.84 -3.03 0.82
*
```

Largest force on an atom (eV Å⁻¹): 0.97
Orbital gap (eV): 7.102
Electronic energy (Eh): -249.05274
E_HOMO (eV): -2.504
E_LUMO (eV): 4.60

Atom charges from the natural (NBO) analysis, given in e for atoms 1 to 4: atom 1 (C): 0.01, atom 2 (O): -0.96, atom 3 (C): -0.65, atom 4 (H): 0.05



(2)
A structure of composition C3H8NO at a distorted geometry. Source: the Open Molecules 2025 dataset; level of theory: ωB97M-V/def2-TZVPD.

The geometry in ORCA input format:
```
! RIJCOSX wB97M-V def2-TZVPD def2/J DEFGRID3
* xyz -1 1
C -1.24 0.39 -0.20
C -0.16 -0.31 0.63
C 1.02 -0.77 -0.19
O 1.80 -1.74 0.22
N -1.75 1.74 -0.30
H -0.74 0.93 -1.01
H -1.92 -0.30 -0.54
H -0.36 -1.01 1.57
H 0.96 0.22 0.55
H 1.31 -0.31 -1.20
H 1.30 1.97 -0.81
H -1.32 2.29 0.52
H 0.83 2.09 -0.22
*
```

Largest force on an atom (eV Å⁻¹): 5.99
Orbital gap (eV): 5.154
Electronic energy (Eh): -248.83493
E_HOMO (eV): -0.911
E_LUMO (eV): 4.24

Atom charges from the natural (NBO) analysis, given in e for atoms 1 to 4: atom 1 (C): -0.39, atom 2 (C): -0.33, atom 3 (C): 0.19, atom 4 (O): -0.72



(3)
A cluster of 2 separate species, C3H8NO in total at a distorted geometry. Source: the Open Molecules 2025 dataset; level of theory: ωB97M-V/def2-TZVPD.

The geometry in ORCA input format:
```
! RIJCOSX wB97M-V def2-TZVPD def2/J DEFGRID3
* xyz -1 1
C 1.63 -0.40 -1.26
O 0.86 0.75 -1.28
H 2.15 -0.59 -2.23
H 1.14 -1.31 -0.90
H 2.48 -0.32 -0.69
C -1.63 -1.05 0.29
C -1.01 -0.18 1.23
N -0.23 1.00 1.21
H -1.34 -1.32 -0.76
H -2.54 -1.57 0.68
H -1.39 -0.36 2.37
H -0.09 1.40 2.14
H 0.35 0.87 -0.42
*
```

Largest force on an atom (eV Å⁻¹): 3.21
Orbital gap (eV): 6.533
Electronic energy (Eh): -249.03256
E_HOMO (eV): -2.115
E_LUMO (eV): 4.42

Atom charges from the natural (NBO) analysis, given in e for atoms 1 to 4: atom 1 (C): -0.23, atom 2 (O): -0.79, atom 3 (H): 0.13, atom 4 (H): 0.16



(4)
A cluster of 2 separate species, C3H8NO in total at a distorted geometry. Source: the Open Molecules 2025 dataset; level of theory: ωB97M-V/def2-TZVPD.

The geometry in ORCA input format:
```
! RIJCOSX wB97M-V def2-TZVPD def2/J DEFGRID3
* xyz -1 1
C -2.20 1.57 -0.02
O -1.60 0.38 0.44
H -2.25 2.48 0.68
H -3.26 1.53 -0.31
H -1.71 1.93 -0.92
C 1.03 0.29 -0.31
C 1.39 -1.92 0.07
N 2.02 -0.79 -0.12
H 1.57 1.18 -0.35
H 0.43 0.14 -1.21
H 0.33 0.45 0.55
H 1.93 -2.80 0.52
H 0.34 -2.09 -0.11
*
```

Largest force on an atom (eV Å⁻¹): 4.04
Orbital gap (eV): 6.576
Electronic energy (Eh): -249.01316
E_HOMO (eV): -2.249
E_LUMO (eV): 4.33

Atom charges from the natural (NBO) analysis, given in e for atoms 1 to 4: atom 1 (C): -0.22, atom 2 (O): -0.99, atom 3 (H): 0.07, atom 4 (H): 0.09



(5)
The ion C3H8NO with charge -2 at a distorted geometry. Source: the Open Molecules 2025 dataset; level of theory: ωB97M-V/def2-TZVPD.

The geometry in ORCA input format:
```
! RIJCOSX wB97M-V def2-TZVPD def2/J DEFGRID3
* xyz -2 2
C 0.41 0.83 -0.70
O -0.71 1.59 -0.78
C 0.14 -0.66 -0.16
C 1.15 -0.94 0.96
N -1.20 -0.74 0.38
H 1.18 1.26 -0.03
H 1.01 0.72 -1.65
H 0.29 -1.47 -0.88
H 1.03 -0.10 1.65
H 0.80 -1.76 1.61
H 2.18 -1.08 0.61
H -1.66 0.09 -0.03
H -1.22 -0.43 1.34
*
```

Largest force on an atom (eV Å⁻¹): 1.41
Orbital gap (alpha / beta) (eV): 2.824 / 6.817
Electronic energy (Eh): -248.90262
E_HOMO (alpha / beta) (eV): 4.687 / 0.603
<S²>: 0.75
E_LUMO (alpha / beta) (eV): 7.51 / 7.42

Atom charges from the natural (NBO) analysis, given in e for atoms 1 to 4: atom 1 (C): -0.03, atom 2 (O): -0.99, atom 3 (C): -0.12, atom 4 (C): -1.39



(6)
The molecule C3H8NO at a distorted geometry. Source: the Open Molecules 2025 dataset; level of theory: ωB97M-V/def2-TZVPD.

The geometry in ORCA input format:
```
! RIJCOSX wB97M-V def2-TZVPD def2/J DEFGRID3
* xyz 0 2
C 0.22 0.23 -1.40
N -0.05 -0.51 -0.26
C -0.51 -0.21 1.46
O -1.75 -0.24 1.75
C 1.69 0.68 -1.31
H 0.31 -0.29 -2.32
H -0.57 1.10 -1.54
H -0.37 -1.46 -0.26
H 0.03 0.79 1.53
H 0.16 -1.05 1.88
H 2.13 1.06 -2.23
H 2.28 -0.30 -1.26
H 1.96 1.43 -0.51
*
```

Largest force on an atom (eV Å⁻¹): 3.22
Orbital gap (alpha / beta) (eV): 9.601 / 6.562
Electronic energy (Eh): -248.93637
E_HOMO (alpha / beta) (eV): -8.816 / -8.578
<S²>: 0.76
E_LUMO (alpha / beta) (eV): 0.78 / -2.02

Atom charges from the natural (NBO) analysis, given in e for atoms 1 to 4: atom 1 (C): -0.29, atom 2 (N): -0.33, atom 3 (C): 0.17, atom 4 (O): -0.64



(7)
A cluster of 2 separate species, C3H8NO in total at a distorted geometry. Source: the Open Molecules 2025 dataset; level of theory: ωB97M-V/def2-TZVPD.

The geometry in ORCA input format:
```
! RIJCOSX wB97M-V def2-TZVPD def2/J DEFGRID3
* xyz 1 1
C -1.69 1.07 -0.44
C 2.02 0.44 0.33
C -1.30 -1.24 0.12
N -0.94 0.09 -0.31
O 3.04 0.36 -0.46
H -2.80 1.00 -0.43
H -1.13 1.99 -0.81
H 1.95 0.40 1.48
H -2.27 -1.46 -0.21
H -0.57 -1.95 -0.44
H -1.29 -1.53 1.23
H 1.11 0.73 -0.14
H 3.87 0.11 0.08
*
```

Largest force on an atom (eV Å⁻¹): 3.66
Orbital gap (eV): 6.440
Electronic energy (Eh): -248.70359
E_HOMO (eV): -13.311
E_LUMO (eV): -6.87

Atom charges from the natural (NBO) analysis, given in e for atoms 1 to 4: atom 1 (C): -0.01, atom 2 (C): 0.41, atom 3 (C): -0.46, atom 4 (N): -0.48



(8)
A cluster of 2 separate species, C3H8NO in total at a distorted geometry. Source: the Open Molecules 2025 dataset; level of theory: ωB97M-V/def2-TZVPD.

The geometry in ORCA input format:
```
! RIJCOSX wB97M-V def2-TZVPD def2/J DEFGRID3
* xyz 1 1
C -1.13 0.70 -0.64
C -1.17 0.55 -1.98
C 0.22 0.80 1.42
N 0.10 0.59 0.16
H -1.82 1.43 -0.21
H -0.19 0.56 -2.47
H -2.12 0.13 -2.50
H 1.11 0.35 1.82
H -0.35 1.48 1.99
H 0.88 0.68 -0.37
H 2.08 -2.01 1.10
H 1.26 -3.11 0.80
O 1.14 -2.14 0.87
*
```

Largest force on an atom (eV Å⁻¹): 4.72
Orbital gap (eV): 8.668
Electronic energy (Eh): -248.71879
E_HOMO (eV): -14.595
E_LUMO (eV): -5.93

Atom charges from the natural (NBO) analysis, given in e for atoms 1 to 4: atom 1 (C): -0.10, atom 2 (C): -0.28, atom 3 (C): 0.16, atom 4 (N): -0.41



(9)
The ion C3H8NO with charge +1 at a distorted geometry. Source: the Open Molecules 2025 dataset; level of theory: ωB97M-V/def2-TZVPD.

The geometry in ORCA input format:
```
! RIJCOSX wB97M-V def2-TZVPD def2/J DEFGRID3
* xyz 1 1
C 2.09 0.08 0.09
O 0.93 -0.07 -0.73
C -0.42 -0.40 0.21
C -1.35 0.69 0.24
N -1.61 -0.49 -0.62
H 2.33 1.09 0.41
H 2.93 -0.45 -0.43
H 1.95 -0.33 1.03
H -0.02 -1.08 1.07
H -1.86 0.90 1.14
H -1.26 1.57 -0.36
H -2.19 -1.31 -0.44
H -1.52 -0.18 -1.61
*
```

Largest force on an atom (eV Å⁻¹): 7.14
Orbital gap (eV): 10.972
Electronic energy (Eh): -248.71964
SMILES string: CO[C@H]1C[NH2+]1
E_HOMO (eV): -14.673
E_LUMO (eV): -3.70

Atom charges from the natural (NBO) analysis, given in e for atoms 1 to 4: atom 1 (C): -0.27, atom 2 (O): -0.52, atom 3 (C): 0.21, atom 4 (C): -0.23



(10)
The ion C3H8NO with charge +1 at a distorted geometry. Source: the Open Molecules 2025 dataset; level of theory: ωB97M-V/def2-TZVPD.

The geometry in ORCA input format:
```
! RIJCOSX wB97M-V def2-TZVPD def2/J DEFGRID3
* xyz 1 1
C 1.49 0.26 0.42
C 0.00 0.07 0.14
N -0.55 0.44 -1.28
C -0.98 -0.87 0.79
O -0.89 0.48 1.18
H 2.09 0.37 -0.41
H 1.81 -0.59 1.00
H 1.63 1.17 1.09
H -1.42 0.76 -1.00
H -0.57 -0.40 -1.82
H 0.04 1.20 -1.72
H -1.91 -1.09 0.27
H -0.73 -1.80 1.34
*
```

Largest force on an atom (eV Å⁻¹): 4.21
Orbital gap (eV): 12.145
Electronic energy (Eh): -248.77743
SMILES string: C[C@@]1([NH3+])CO1
E_HOMO (eV): -15.924
E_LUMO (eV): -3.78

Atom charges from the natural (NBO) analysis, given in e for atoms 1 to 4: atom 1 (C): -0.67, atom 2 (C): 0.36, atom 3 (N): -0.69, atom 4 (C): -0.11



(11)
A cluster of 2 separate species, C3H8NO in total at a distorted geometry. Source: the Open Molecules 2025 dataset; level of theory: ωB97M-V/def2-TZVPD.

The geometry in ORCA input format:
```
! RIJCOSX wB97M-V def2-TZVPD def2/J DEFGRID3
* xyz 1 1
C -0.29 1.79 -0.13
C 0.76 1.00 -0.01
C 1.66 -1.10 -0.07
N 0.60 -0.38 -0.17
O -1.83 -0.94 -0.11
H -0.28 2.78 0.11
H -1.14 1.45 -0.51
H 1.65 1.46 0.36
H 1.48 -2.13 -0.03
H 2.75 -0.74 -0.16
H -1.62 -0.09 0.32
H -0.28 -0.80 -0.42
H -2.69 -1.22 -0.28
*
```

Largest force on an atom (eV Å⁻¹): 4.89
Orbital gap (eV): 9.672
Electronic energy (Eh): -248.76075
E_HOMO (eV): -15.191
E_LUMO (eV): -5.52

Atom charges from the natural (NBO) analysis, given in e for atoms 1 to 4: atom 1 (C): -0.29, atom 2 (C): -0.07, atom 3 (C): 0.12, atom 4 (N): -0.42



(12)
A cluster of 2 separate species, C3H8NO in total at a distorted geometry. Source: the Open Molecules 2025 dataset; level of theory: ωB97M-V/def2-TZVPD.

The geometry in ORCA input format:
```
! RIJCOSX wB97M-V def2-TZVPD def2/J DEFGRID3
* xyz 1 1
C -0.33 -0.32 -0.24
C -2.78 0.51 0.13
C 0.94 0.07 -0.14
N 2.13 -0.83 -0.14
O 1.33 1.33 0.15
H -3.36 0.35 -0.75
H -0.50 -1.34 -0.40
H -2.59 1.65 0.28
H -2.67 -0.11 0.94
H 2.88 -0.50 0.58
H 2.64 -0.80 -1.08
H 1.92 -1.75 0.27
H 0.39 1.74 0.40
*
```

Largest force on an atom (eV Å⁻¹): 5.33
Orbital gap (alpha / beta) (eV): 8.471 / 8.196
Electronic energy (Eh): -248.64387
E_HOMO (alpha / beta) (eV): -13.483 / -13.427
E_LUMO (alpha / beta) (eV): -5.01 / -5.23

Atom charges from the natural (NBO) analysis, given in e for atoms 1 to 4: atom 1 (C): -0.37, atom 2 (C): -0.22, atom 3 (C): 0.28, atom 4 (N): -0.74



Sequential ΔE to the lowest compared entry with this formula, charge and spin output: 0.922 6.849 1.471 1.999 0.214 2.163 3.600 3.187 3.164 1.591 2.045 5.225 eV